1.
ORCA calculation (ωB97M-V/def2-TZVPD) on an isolated molecule of C4H6N4.

Structure (XYZ):
```
14
Properties=species:S:1:pos:R:3:forces:R:3
N 2.473072 -0.391998 0.052359 2.9 -1.1 1.0
N 0.578758 1.943500 -0.158330 4.0 2.1 2.3
N -0.787186 -1.388874 -0.047000 6.6 -5.8 -2.6
N 1.485156 -1.118128 -0.109941 0.0 -1.3 0.8
C -0.132643 0.814529 -0.226533 -3.5 -3.2 1.0
C -1.556514 0.647844 -0.107639 -1.2 -1.0 1.9
C -1.835184 -0.747399 0.101797 -6.8 4.3 -1.1
C 0.284946 -0.541572 -0.223808 0.4 1.7 -0.7
H -2.386441 1.285550 0.220407 0.8 0.5 -0.6
H -2.881506 -1.196852 0.108969 1.7 0.6 0.2
H 0.377191 2.526380 0.871393 1.2 -2.3 -4.1
H -0.559461 -2.339928 -0.528346 -1.3 1.9 1.8
H 3.267016 -1.092366 0.411126 -1.6 1.9 -1.4
H 1.672802 1.599314 -0.364460 -3.5 1.8 1.5
```
Forces are in eV/Å.

ΔE to the lowest compared entry with this formula, charge and spin: 96.1 kcal per mole
Highest occupied orbital energy: -7.99 eV
Orbital gap: 8.614 eV

Results of the Löwdin charge analysis, in e, for atoms 1 through 5: atom 1 (N): -0.001, atom 2 (N): 0.033, atom 3 (N): 0.028, atom 4 (N): -0.061, atom 5 (C): -0.352

---

2.
ORCA calculation (ωB97M-V/def2-TZVPD) on a structure of composition C20H23F6IN4O4S6Tl.

Structure (XYZ):
```
65
Properties=species:S:1:pos:R:3:forces:R:3
Tl -0.015543 0.080293 -0.089192 0.8 -0.7 0.0
I 1.851784 6.431522 -1.436100 -0.1 -0.4 0.1
S -1.041420 -2.881873 -0.242162 -0.2 0.0 -0.7
S 0.782259 1.984213 3.141099 0.6 0.7 -0.2
S -0.924142 1.365095 -2.914592 -0.4 -0.3 -0.3
S -2.929084 0.139022 -0.412829 0.5 -0.6 -1.0
S -1.559139 0.865286 2.701803 -1.2 0.1 0.9
S 1.060854 -1.407878 -2.663354 -0.4 -0.1 -0.1
F -3.982813 -0.110607 3.036923 0.2 0.2 -0.3
F 0.450172 4.536753 4.015182 0.0 -0.4 0.2
F -3.572707 1.517175 4.393017 0.3 0.2 -0.2
F 1.787189 4.239143 2.341756 0.1 -0.2 0.2
F -2.657033 -0.415194 4.699891 0.2 0.1 0.1
F -0.334456 4.133402 2.052475 -0.2 -0.2 0.0
O -1.958214 1.744411 1.644002 -0.3 0.6 0.0
O 1.925385 1.775713 3.954546 -0.1 0.0 0.5
O 0.905279 1.557352 1.757966 0.0 0.1 -0.1
O -1.225238 -0.463497 2.222502 0.2 -0.6 -0.2
N -0.570525 1.462779 3.759020 0.0 0.0 0.1
N 5.806483 -3.087498 3.766389 0.5 -0.3 0.3
N 2.431050 2.402672 -0.378767 0.2 0.1 0.1
N 1.176429 2.279637 -0.814736 -0.5 -0.8 0.0
C 4.963486 -2.626447 3.147726 0.1 0.0 -0.1
C 4.078869 -1.722677 1.058122 0.0 0.0 0.0
C 0.641985 3.844587 2.907503 0.0 0.2 -0.2
C 3.896600 -2.067515 2.394368 -0.4 0.2 -0.3
C 2.662123 -1.884977 3.013062 -0.1 0.1 -0.3
C 1.608134 -1.349001 2.286554 0.0 -0.2 0.4
C -3.430217 -1.512092 0.206021 0.1 0.3 0.0
C -0.170127 -1.154947 -4.003074 0.4 -0.3 0.4
C 1.825265 4.402227 -0.991439 0.2 0.4 -0.1
C -3.039357 0.472014 3.791885 0.0 -0.2 0.3
C 2.861984 3.670410 -0.452823 -0.3 0.1 -0.2
C 1.828166 -1.009912 0.978527 -1.3 0.8 -0.9
C -0.374459 0.315015 -4.313052 0.0 0.2 0.5
C -2.857792 -2.745761 -0.462783 0.4 -0.2 0.0
C 0.788972 3.484944 -1.196185 0.3 0.3 0.1
C -3.259437 -0.040731 -2.228865 0.1 0.0 0.7
C 0.836581 -3.192822 -2.306506 0.1 0.5 -0.1
C -2.743804 1.184646 -2.959203 0.6 0.0 0.1
C -0.545096 -3.633202 -1.857182 -0.1 0.1 0.5
C 3.027322 -1.170903 0.329912 0.1 -0.1 -0.1
H 2.868631 1.630196 0.099830 0.0 0.0 0.0
H -1.300864 -3.399964 -2.605255 -0.1 0.0 0.1
H 1.568360 -3.391258 -1.523415 0.1 -0.1 0.0
H -3.297373 -3.626561 0.005917 -0.1 0.1 0.0
H 1.128032 -3.743953 -3.202887 0.0 0.0 0.1
H -3.113606 2.086156 -2.470279 -0.1 0.1 -0.1
H 5.037111 -1.875245 0.584323 0.1 0.0 0.0
H -1.102277 -1.624763 -3.697802 0.0 0.0 -0.1
H -3.065390 1.187864 -4.001411 0.0 0.0 0.1
H 3.170838 -0.907187 -0.707792 0.0 0.0 -0.1
H 3.836859 3.976519 -0.139414 0.3 0.0 0.1
H 2.527557 -2.150928 4.050230 0.0 0.0 0.1
H -2.802200 -0.950785 -2.606823 0.0 -0.1 0.0
H 0.647531 -1.208255 2.752285 0.0 0.0 0.1
H 0.222680 -1.657564 -4.888663 -0.1 0.0 0.0
H -4.518940 -1.536223 0.144425 0.0 0.0 0.1
H -4.340249 -0.104224 -2.342578 -0.1 -0.1 0.0
H -1.105179 0.428795 -5.113569 0.1 0.0 -0.1
H -0.184790 3.668197 -1.604375 -0.1 0.0 0.0
H -3.093021 -2.778547 -1.523545 0.0 0.0 -0.1
H -0.527408 -4.715479 -1.713810 0.0 0.1 -0.1
H -3.126488 -1.486839 1.251577 -0.2 0.0 0.0
H 0.564417 0.769275 -4.624378 0.0 0.0 -0.1
```
Forces are in eV/Å.

Net charge: +1
ΔE to the lowest compared entry with this formula, charge and spin: 38.4 kcal per mole
Highest occupied orbital energy: -11.33 eV
Orbital gap: 6.282 eV

Results of the Löwdin charge analysis, in e, for atoms 1 through 5: atom 1 (Tl): 0.871, atom 2 (I): 0.897, atom 3 (S): 0.883, atom 4 (S): 0.621, atom 5 (S): 0.878

---

3.
ORCA calculation (ωB97M-V/def2-TZVPD) on a cluster of 3 separate species, C18H33BrN5O6 in total.

Structure (XYZ):
```
63
Properties=species:S:1:pos:R:3:forces:R:3
Br 1.776163 3.713519 3.894637 -1.5 0.1 -0.3
O -3.755644 -2.483940 -1.203523 0.2 0.4 -0.9
O 3.876849 -3.621782 0.556996 -1.2 0.5 0.7
O -2.870981 -0.503856 -1.818926 -0.3 -0.7 -0.5
O 2.104053 -2.906906 1.814699 1.1 -1.8 -0.8
O -3.434472 -2.038635 -3.424835 0.2 0.9 2.6
O 2.317015 -5.109229 1.217681 0.1 1.7 0.3
N -0.400401 3.952662 1.917331 1.1 -1.2 -0.6
N 1.363449 -1.122734 -0.095516 0.9 1.7 -0.1
N -0.072596 3.310368 -0.569034 2.1 -3.4 1.6
N 1.240760 1.426300 -0.180192 0.1 -0.6 -2.8
N 0.998733 1.872474 1.116564 -3.9 5.2 -1.6
C 4.422807 -4.914974 0.381375 0.9 -0.4 -0.5
C 0.612946 2.203937 -1.336198 -0.3 1.2 7.4
C -3.175701 -1.902309 -0.051730 -0.2 -0.4 0.8
C -0.926938 2.270489 3.816576 0.0 -0.4 0.0
C 3.486702 -7.194240 0.827220 -0.4 -0.2 0.2
C -3.095798 -0.451625 -0.417640 0.5 0.7 0.9
C -1.958903 0.259107 0.291499 0.2 0.4 -0.3
C -3.362606 -1.703861 -2.257305 -0.3 -0.9 -2.4
C -1.972176 2.458800 5.092012 -0.4 -0.8 -0.3
C -1.781205 2.827718 -3.469654 -0.9 1.1 -1.1
C -0.210237 2.733142 -3.927572 -0.6 -0.4 -0.6
C -0.188888 3.706272 3.413193 -2.4 -0.4 -0.4
C 0.758513 1.866598 -2.930510 0.9 0.2 0.0
C -2.496860 3.910508 -4.524655 0.4 0.3 0.5
C 2.123431 0.197226 -0.226336 1.2 -1.0 -0.1
C 2.707700 -3.797586 1.246667 -0.8 0.6 0.8
C 0.131501 3.114712 0.947046 1.6 -2.4 -3.9
C 3.204502 -5.786029 0.339512 0.5 -1.4 -0.2
H -1.967381 3.268615 -2.402198 0.8 -1.1 -1.9
H 0.236107 3.808597 -4.192732 -1.0 -2.4 1.1
H -0.102143 1.437193 4.020133 -1.8 1.9 -0.2
H -2.381506 1.821268 -3.606431 1.6 1.8 0.5
H -4.044937 0.068803 -0.237736 0.0 -0.2 0.0
H 5.076336 -5.129521 1.233909 -0.1 -0.1 -0.1
H -0.974301 4.761433 1.561343 1.1 -1.3 0.6
H -1.549629 1.876859 2.880291 1.4 1.1 2.0
H 1.891016 -1.864911 -0.611652 -0.7 1.0 1.0
H -1.469108 2.251806 6.139343 -0.9 0.7 -2.3
H -0.790319 4.563932 3.971293 1.8 -1.7 -1.2
H -1.708559 4.769607 -4.758037 -1.7 -1.8 0.3
H 0.624290 0.700880 -3.124103 0.1 2.5 0.8
H 3.756858 -7.194520 1.889137 0.1 0.1 -0.2
H -2.809192 3.367068 -5.518505 0.6 1.2 2.0
H 5.008141 -4.974187 -0.539485 -0.1 0.2 0.1
H 1.881100 2.143177 -3.228220 -2.3 -0.7 0.9
H 2.878771 0.294529 0.693627 -1.4 0.1 -2.2
H -1.961022 1.327274 0.052247 -0.1 -0.1 0.1
H 4.300121 -7.652169 0.256048 -0.1 0.1 0.0
H -3.424601 4.454627 -4.015736 1.9 -1.4 -1.2
H 2.596211 -7.823340 0.729822 0.2 0.1 -0.1
H 2.752427 -5.809793 -0.660057 0.1 0.1 0.1
H 1.340388 1.477822 2.025150 -0.2 0.3 -1.6
H 1.259847 -1.370897 0.923679 0.5 0.1 -1.8
H -2.830726 1.648202 4.955857 1.9 1.7 0.4
H -2.040910 0.145710 1.376859 -0.1 -0.1 -0.1
H 2.728884 0.251611 -1.254109 -1.4 -0.2 2.4
H -0.208185 2.153022 -4.971454 0.1 1.2 2.3
H -2.512230 3.510571 5.066894 1.3 -2.1 0.1
H -0.988516 -0.133405 -0.032441 -0.2 -0.2 0.1
H -2.193643 -2.361189 0.106186 0.0 0.2 0.0
H -3.795304 -2.074797 0.831696 0.0 -0.1 -0.2
```
Forces are in eV/Å.

Net charge: +1
ΔE to the lowest compared entry with this formula, charge and spin: 181.5 kcal per mole
Highest occupied orbital energy: -12.37 eV
Orbital gap: 9.175 eV

Results of the Löwdin charge analysis, in e, for atoms 1 through 5: atom 1 (Br): 0.645, atom 2 (O): 0.072, atom 3 (O): 0.058, atom 4 (O): 0.070, atom 5 (O): 0.096

---

4.
ORCA calculation (ωB97M-V/def2-TZVPD) on an isolated molecule of C4H11NO3.

Structure (XYZ):
```
19
Properties=species:S:1:pos:R:3:forces:R:3
O 0.593178 1.765773 -0.747679 0.1 0.4 0.9
O -0.862469 -0.543515 0.946455 2.3 0.1 0.3
O 1.346513 -1.465578 0.791981 -0.3 1.1 -0.5
N 1.669154 -0.129055 -1.557611 -0.1 -0.4 0.0
C -1.574390 -0.048469 2.058931 0.9 0.0 0.0
C -0.902172 -0.227163 -1.369715 3.0 1.5 -1.0
C 0.684736 -0.243151 0.713953 -2.8 -1.5 1.1
C 0.655374 0.363123 -0.667015 -3.6 -0.8 -2.1
H 2.584027 0.252184 -1.330076 -0.1 0.0 0.0
H -0.708701 -1.275083 -1.597498 -0.4 0.0 0.1
H -1.747602 1.030214 1.984431 0.1 0.1 0.1
H -0.875450 0.357523 -2.292849 0.2 -0.2 -0.4
H 1.438807 -1.765213 -0.132276 0.1 0.0 0.3
H 1.441348 0.157803 -2.509351 0.1 -0.1 0.3
H -1.892957 0.009498 -0.980750 0.7 -0.2 0.7
H -2.557777 -0.530855 2.074652 0.3 -0.1 0.0
H 0.716323 2.168640 0.122346 -0.1 -0.1 -0.1
H -1.009215 -0.287367 2.967014 -0.4 0.2 0.3
H 1.001273 0.410693 1.525056 0.1 0.1 0.1
```
Forces are in eV/Å.

ΔE to the lowest compared entry with this formula, charge and spin: 78.5 kcal per mole
Highest occupied orbital energy: -9.34 eV
Orbital gap: 10.023 eV

Results of the Löwdin charge analysis, in e, for atoms 1 through 5: atom 1 (O): 0.004, atom 2 (O): -0.242, atom 3 (O): 0.030, atom 4 (N): 0.080, atom 5 (C): -0.120